{
  "formula": "C48H64N3",
  "method": "ωB97M-V with the def2-TZVPD basis set",
  "species": ["N", "N", "N", "C", "C", "C", "C", "C", "C", "C", "C", "C", "C", "C", "C", "C", "C", "C", "C", "C", "C", "C", "C", "C", "C", "C", "C", "C", "C", "C", "C", "C", "C", "C", "C", "C", "C", "C", "C", "C", "C", "C", "C", "C", "C", "C", "C", "C", "C", "C", "C", "H", "H", "H", "H", "H", "H", "H", "H", "H", "H", "H", "H", "H", "H", "H", "H", "H", "H", "H", "H", "H", "H", "H", "H", "H", "H", "H", "H", "H", "H", "H", "H", "H", "H", "H", "H", "H", "H", "H", "H", "H", "H", "H", "H", "H", "H", "H", "H", "H", "H", "H", "H", "H", "H", "H", "H", "H", "H", "H", "H", "H", "H", "H", "H"],
  "positions_angstrom": [[1.4020, 1.6320, 5.8192], [-0.4813, -1.7144, 1.0675], [-0.0919, 1.7882, 7.5027], [-0.5638, -2.1756, 10.6313], [-0.3686, 1.4957, 0.5908], [0.7839, -1.8701, 10.4427], [3.4389, -1.1890, 3.1183], [-1.6176, -1.4525, 0.1891], [-2.4252, 0.7933, 6.3684], [0.3091, -1.1764, 8.1624], [-4.0702, 0.0632, 8.0223], [5.4309, 4.1034, 5.4257], [-3.0715, 1.1854, 7.6877], [-2.0977, 1.3583, 8.8755], [-0.2247, -3.1321, 1.3663], [0.5711, 0.4353, 0.5915], [-1.4324, -2.1659, 9.5371], [0.4387, -0.8037, 1.3481], [0.8720, 2.9258, 5.8594], [-0.7054, 1.5567, 8.7944], [-0.5543, 1.3389, 11.1906], [5.0226, 0.3564, 6.8570], [0.7590, 3.5004, -2.4518], [1.5276, 2.1827, 10.0582], [3.3788, 4.0365, 4.1166], [0.0014, 3.0310, 6.8790], [1.1389, -0.4935, 3.9625], [1.7570, 1.5369, -1.2263], [-3.8403, 2.4979, 7.4961], [0.0713, 1.6379, 9.9744], [2.3877, 1.8131, 8.8666], [-2.6965, 1.3355, 10.1390], [0.7691, -0.4685, 6.9562], [2.5045, -1.0205, 4.3307], [2.7832, 1.3168, 5.5406], [3.1941, -0.0346, 5.3108], [4.3069, -0.4980, 6.0157], [4.7593, 1.7256, 6.8108], [3.7883, 2.2483, 5.9323], [1.6889, 0.5344, -0.2723], [0.6747, 0.8926, 6.7716], [1.2387, -1.4263, 9.1996], [3.9372, 3.7335, 5.5122], [-1.9338, 1.2342, 11.2894], [-0.9929, -1.7068, 8.2943], [2.2612, 1.6185, 11.2794], [1.4449, 3.7101, 10.1809], [0.7608, 2.5159, -1.3212], [-0.2430, 2.5258, -0.3402], [2.3096, -2.4424, 4.8915], [3.3520, 4.6215, 6.6097], [5.9557, 3.4455, 4.7219], [-1.1830, 1.4830, 1.3166], [-0.1890, 3.4796, -3.0021], [3.5515, -0.2677, 2.5291], [1.2164, 0.3894, 3.3228], [-1.1643, -3.6736, 1.2424], [0.0352, 1.2046, 12.0965], [2.5822, 1.5484, -1.9419], [2.2264, 0.5216, 11.2782], [1.3738, -1.2215, 1.7376], [-4.3907, 2.7701, 8.4057], [-1.9035, 1.6260, 5.8940], [0.9095, 4.5283, -2.0989], [-0.5712, 3.8853, 7.2098], [1.0888, 3.6672, 5.1109], [-2.2266, -0.6192, 0.5597], [-4.5568, 2.3922, 6.6700], [3.0857, -1.9918, 2.4569], [3.2128, -2.8289, 5.3814], [3.4497, 2.0054, 9.0741], [-1.6389, -1.7614, 7.4132], [-4.7486, 0.3343, 8.8384], [4.4384, -1.4892, 3.4674], [2.0601, -3.1145, 4.0530], [2.4487, 4.1467, 10.2755], [-1.3039, -1.2515, -0.8470], [-3.1505, 3.3164, 7.2516], [2.4056, 3.5962, 3.9028], [1.4930, -1.9747, 11.2674], [-3.2187, 0.4650, 5.6807], [-2.2115, -2.3692, 0.2105], [1.5598, 3.2690, -3.1588], [0.1287, -3.2453, 2.3987], [1.8423, 1.9999, 12.2172], [0.8620, 3.9770, 11.0723], [-4.6820, -0.1558, 7.1370], [2.4678, -0.2285, -0.2272], [5.3645, 2.4062, 7.4170], [2.2932, 0.7511, 8.6116], [4.0699, 3.6603, 3.3509], [0.5562, -0.2134, 4.8378], [5.9229, 4.0514, 6.4018], [2.2627, 4.5626, 6.6732], [4.6025, -1.5476, 5.9321], [-0.9262, -2.4485, 11.6264], [1.6096, -0.9192, 6.4477], [1.4674, -2.5050, 5.5930], [-2.4039, 1.0693, 12.2620], [-3.7853, 1.3417, 10.2313], [3.6200, 5.6684, 6.4166], [2.3021, -1.2510, 9.0183], [3.7579, 4.3295, 7.5876], [-0.9511, 3.3546, -0.3238], [3.3165, 1.9212, 11.2522], [3.3096, 5.1265, 4.0026], [2.1561, 2.3984, 7.9792], [0.9531, 4.1521, 9.3037], [-1.7370, -0.0475, 6.4942], [-2.4555, -2.5205, 9.6515], [5.5324, 5.1336, 5.0595], [-3.5274, -0.8488, 8.3053], [0.5298, -3.5524, 0.6756], [5.8224, -0.0438, 7.4885], [0.5482, -1.2949, 3.5097]],
  "atomic_forces_ev_per_a": [[-0.321, -0.081, -1.064], [1.424, 1.337, 0.387], [-0.110, 0.159, -0.134], [-0.049, -0.006, -0.023], [0.422, -0.473, -0.290], [0.199, -0.119, -0.213], [0.287, 0.251, -0.070], [-0.752, 0.046, -0.017], [-0.006, -0.182, -0.476], [-0.046, -0.993, 0.471], [-0.131, -0.194, 0.045], [0.200, -0.160, -0.045], [-0.047, 0.188, 0.265], [-0.192, 0.147, -0.156], [0.146, -0.291, 0.347], [-0.430, 1.620, -0.130], [0.213, -0.034, -0.019], [0.322, -2.311, -2.491], [-0.610, 0.745, 0.059], [-0.236, 0.301, 0.262], [-0.082, 0.012, 0.047], [-0.223, -0.431, 0.060], [0.157, 0.275, -0.108], [-0.148, -0.420, -0.098], [0.008, -0.026, -0.145], [0.176, -0.205, -0.252], [-0.608, 0.174, -0.134], [-0.157, 0.097, -0.194], [-0.077, 0.130, -0.052], [0.288, 0.109, 0.188], [0.494, -0.093, -0.442], [-0.079, -0.177, 0.215], [0.396, 1.189, -0.042], [0.114, -0.090, 0.604], [0.146, -0.576, 0.373], [-0.318, 0.045, 0.472], [0.733, 0.390, 0.006], [0.246, -0.194, -1.175], [0.911, -0.013, 0.713], [-0.324, -0.494, 0.576], [0.387, -1.843, 1.049], [-0.752, 0.005, -0.005], [-0.201, -0.140, 0.721], [0.072, 0.033, -0.118], [0.583, 0.200, 0.295], [0.023, 0.031, 0.353], [-0.187, 0.094, 0.113], [-0.005, -0.360, 0.374], [-0.103, -0.118, 0.175], [-0.134, -0.368, 0.164], [-0.296, 0.606, 0.135], [-0.030, 0.075, 0.203], [0.178, 0.130, -0.221], [0.139, -0.039, 0.181], [-0.023, -0.084, 0.193], [-0.120, -0.023, -0.108], [0.289, -0.004, 0.163], [-0.160, 0.251, -0.310], [-0.226, -0.045, 0.266], [-0.010, 0.211, 0.081], [-0.589, 0.224, 0.020], [0.098, -0.016, -0.212], [0.002, -0.106, -0.027], [-0.053, -0.195, -0.016], [-0.004, -0.160, -0.059], [0.018, -0.122, 0.259], [0.235, -0.279, -0.157], [0.090, 0.063, 0.165], [0.032, 0.072, 0.061], [-0.326, 0.003, -0.198], [-0.285, 0.003, 0.140], [0.162, 0.191, 0.462], [0.125, -0.133, -0.214], [-0.281, 0.102, -0.179], [0.164, 0.122, 0.235], [-0.174, -0.110, -0.040], [0.118, -0.001, 0.422], [-0.155, -0.111, 0.035], [0.115, 0.058, -0.027], [-0.240, -0.014, -0.219], [0.141, 0.127, 0.114], [-0.117, 0.408, -0.185], [-0.110, 0.072, 0.085], [-0.063, 0.061, -0.246], [0.138, -0.163, -0.100], [0.127, 0.050, -0.185], [0.077, 0.055, 0.208], [-0.150, 0.183, -0.033], [-0.090, -0.217, -0.482], [0.160, 0.381, 0.101], [-0.133, 0.065, 0.128], [0.103, -0.195, -0.243], [-0.022, 0.060, -0.242], [0.340, 0.055, 0.081], [-0.027, 0.454, 0.004], [0.116, -0.014, -0.398], [-0.324, 0.168, 0.263], [0.334, -0.035, -0.147], [0.125, 0.126, -0.326], [0.446, -0.151, -0.082], [-0.006, -0.121, 0.107], [-0.344, 0.141, 0.169], [-0.056, 0.123, -0.205], [0.058, -0.271, -0.032], [-0.265, -0.011, -0.030], [-0.037, -0.226, -0.073], [0.041, 0.033, 0.191], [0.129, -0.070, 0.166], [-0.078, 0.310, -0.173], [0.183, 0.074, 0.017], [-0.105, -0.194, 0.081], [-0.267, 0.227, -0.057], [-0.364, 0.333, 0.250], [-0.378, 0.214, -0.165], [0.008, 0.098, -0.036]],
  "gap_ha": 0.17265,
  "charge": 1
}